Entry 1:
Below is a cluster of 11 separate species, C74H169N11O11 in total, with properties calculated with the ωB97M-V functional and the def2-TZVPD basis.

The geometry in ORCA input format:
```
! wB97M-V def2-TZVPD RIJCOSX def2/J DEFGRID3
* xyz 0 1
C -2.578 7.972 -0.343
C -3.318 6.606 -0.030
C -4.590 6.471 -0.957
C -2.356 5.445 -0.564
C -1.192 5.066 0.427
C -1.824 4.595 1.755
C -2.735 5.735 2.410
C -3.468 5.003 3.506
C -1.768 6.725 3.067
N -3.651 6.338 1.381
O -4.505 7.302 1.876
H -3.233 8.817 -0.131
H -1.731 8.107 0.329
H -2.144 7.931 -1.342
H -5.243 7.344 -0.955
H -4.407 6.291 -2.016
H -5.220 5.634 -0.656
H -2.976 4.567 -0.745
H -1.898 5.759 -1.502
H -0.578 4.268 0.009
H -0.498 5.880 0.636
H -0.902 4.557 2.335
H -2.166 3.566 1.869
H -2.808 4.460 4.183
H -4.191 4.354 3.014
H -4.096 5.672 4.095
H -2.375 7.549 3.443
H -1.074 7.171 2.354
H -1.200 6.255 3.869
H -5.331 6.844 1.702
C 7.687 1.248 -0.679
C 8.227 0.129 -1.637
C 9.761 -0.086 -1.484
C 7.676 -1.274 -1.191
C 6.193 -1.489 -1.600
C 6.096 -1.431 -3.126
C 6.722 -0.091 -3.722
C 7.060 -0.311 -5.189
C 5.650 0.962 -3.576
N 8.007 0.298 -3.098
O 8.593 1.446 -3.645
H 8.001 2.202 -1.103
H 6.611 1.230 -0.506
H 8.161 1.340 0.298
H 10.206 0.891 -1.669
H 10.030 -0.371 -0.466
H 10.178 -0.754 -2.238
H 8.336 -2.116 -1.399
H 7.692 -1.102 -0.115
H 5.750 -2.420 -1.249
H 5.658 -0.732 -1.027
H 5.012 -1.435 -3.247
H 6.666 -2.230 -3.600
H 6.301 -0.808 -5.794
H 7.996 -0.863 -5.280
H 7.263 0.669 -5.621
H 5.489 1.409 -2.595
H 4.648 0.723 -3.931
H 5.815 1.831 -4.213
H 9.138 1.075 -4.343
C 3.793 -2.797 2.857
C 5.167 -3.119 3.510
C 5.441 -4.639 3.282
C 6.381 -2.409 2.705
C 6.439 -0.867 2.917
C 6.623 -0.621 4.472
C 5.522 -1.325 5.366
C 6.187 -1.281 6.772
C 4.292 -0.433 5.290
N 5.239 -2.743 4.927
O 4.326 -3.419 5.679
H 2.940 -3.170 3.425
H 3.678 -1.726 2.690
H 3.821 -3.279 1.880
H 4.586 -5.240 3.593
H 5.462 -4.773 2.201
H 6.400 -4.944 3.699
H 7.292 -2.930 3.001
H 6.219 -2.673 1.660
H 7.221 -0.256 2.468
H 5.542 -0.428 2.481
H 6.554 0.465 4.530
H 7.646 -0.753 4.824
H 6.446 -0.286 7.134
H 7.029 -1.970 6.829
H 5.459 -1.631 7.505
H 3.547 -0.659 6.054
H 3.688 -0.616 4.401
H 4.496 0.634 5.380
H 4.926 -3.919 6.237
C -2.925 0.034 -0.993
C -1.566 0.207 -0.302
C -1.663 1.390 0.660
C -1.420 -1.080 0.614
C -0.025 -1.319 1.143
C 0.953 -1.437 -0.094
C 0.887 -0.206 -1.067
C 1.619 0.947 -0.451
C 1.669 -0.676 -2.339
N -0.502 0.153 -1.365
O -0.588 1.324 -2.073
H -2.969 -0.826 -1.660
H -3.715 -0.288 -0.315
H -3.102 1.007 -1.452
H -1.927 2.195 -0.027
H -2.402 1.358 1.461
H -0.709 1.629 1.129
H -1.991 -1.042 1.541
H -1.719 -1.992 0.098
H 0.329 -0.429 1.663
H 0.018 -2.176 1.815
H 0.723 -2.373 -0.604
H 1.871 -1.532 0.486
H 1.530 1.938 -0.897
H 2.684 0.713 -0.442
H 1.247 1.117 0.560
H 1.640 0.118 -3.085
H 1.256 -1.637 -2.644
H 2.719 -0.951 -2.239
H -1.159 1.198 -2.834
C 0.053 3.629 5.912
C -0.028 2.160 5.523
C 0.322 2.081 4.005
C 1.037 1.415 6.362
C 0.970 -0.100 6.256
C -0.508 -0.547 6.586
C -1.672 0.173 5.882
C -1.878 -0.444 4.511
C -2.968 -0.044 6.745
N -1.380 1.624 5.816
O -2.435 2.295 5.112
H 1.016 4.107 5.733
H -0.755 4.258 5.537
H -0.173 3.597 6.977
H -0.456 2.380 3.302
H 1.089 2.767 3.645
H 0.549 1.046 3.752
H 2.073 1.637 6.105
H 1.100 1.709 7.410
H 1.425 -0.454 5.331
H 1.688 -0.438 7.003
H -0.710 -0.381 7.644
H -0.504 -1.606 6.330
H -1.122 -0.136 3.788
H -2.867 -0.329 4.069
H -1.683 -1.514 4.453
H -3.890 0.399 6.368
H -2.802 0.298 7.766
H -3.157 -1.106 6.901
H -2.948 2.482 5.901
C -6.043 0.524 2.075
C -7.252 -0.082 2.786
C -6.697 -0.428 4.245
C -8.398 0.900 2.935
C -9.259 1.082 1.667
C -9.772 -0.290 1.283
C -8.701 -1.369 1.064
C -9.318 -2.787 1.091
C -7.940 -1.126 -0.320
N -7.773 -1.341 2.244
O -6.789 -2.255 2.155
H -5.224 -0.157 1.843
H -5.632 1.217 2.809
H -6.385 1.003 1.157
H -5.617 -0.577 4.220
H -6.930 -1.431 4.602
H -6.875 0.307 5.030
H -8.973 0.759 3.850
H -7.839 1.824 3.082
H -8.686 1.452 0.817
H -10.026 1.835 1.850
H -10.341 -0.157 0.364
H -10.485 -0.582 2.054
H -10.132 -2.816 0.366
H -8.565 -3.521 0.804
H -9.746 -3.076 2.050
H -7.203 -1.926 -0.388
H -8.664 -1.068 -1.133
H -7.367 -0.199 -0.350
H -7.024 -2.786 2.919
C 2.538 -2.675 -5.247
O 2.768 -4.053 -5.262
C 3.983 -4.536 -5.790
C 3.837 -6.116 -5.750
C 5.108 -6.958 -5.812
N 3.118 -6.563 -6.955
H 2.395 -2.392 -6.290
H 3.413 -2.103 -4.939
H 1.709 -2.275 -4.664
H 4.148 -4.158 -6.799
H 4.727 -4.220 -5.058
H 3.448 -6.427 -4.781
H 5.654 -6.817 -6.745
H 4.815 -8.005 -5.734
H 5.836 -6.804 -5.016
H 2.191 -6.168 -7.021
H 2.771 -7.507 -6.866
C -4.422 -3.263 -0.482
O -3.629 -3.604 0.624
C -3.359 -4.999 0.929
C -2.519 -5.042 2.262
C -2.189 -6.397 2.674
N -3.293 -4.482 3.401
H -4.475 -2.180 -0.600
H -5.435 -3.607 -0.273
H -4.068 -3.697 -1.417
H -4.259 -5.543 1.213
H -2.843 -5.389 0.051
H -1.617 -4.455 2.091
H -3.122 -6.893 2.941
H -1.614 -6.372 3.599
H -1.674 -6.954 1.891
H -3.580 -3.610 2.981
H -4.124 -4.967 3.708
C -1.172 -3.630 -2.186
O -0.709 -4.601 -3.090
C -1.146 -4.399 -4.390
C -1.089 -5.606 -5.288
C -1.971 -6.756 -4.884
N 0.305 -5.986 -5.395
H -2.180 -3.235 -2.316
H -0.528 -2.753 -2.253
H -0.981 -4.089 -1.216
H -2.204 -4.137 -4.395
H -0.567 -3.562 -4.780
H -1.393 -5.219 -6.260
H -2.053 -7.448 -5.722
H -3.001 -6.446 -4.710
H -1.590 -7.318 -4.031
H 0.799 -5.142 -5.648
H 0.781 -6.280 -4.553
C 1.069 7.513 -1.698
O 1.016 6.265 -2.338
C 1.286 6.222 -3.709
C 0.905 4.838 -4.338
C 1.747 3.668 -3.876
N 1.068 4.902 -5.787
H 0.324 7.451 -0.905
H 0.774 8.351 -2.331
H 2.063 7.719 -1.302
H 0.724 7.059 -4.124
H 2.284 6.566 -3.981
H -0.136 4.558 -4.177
H 1.578 3.517 -2.810
H 2.820 3.838 -3.966
H 1.522 2.758 -4.432
H 2.023 4.691 -6.039
H 0.511 4.228 -6.295
C -0.710 -0.379 -5.198
O -1.649 0.658 -4.850
C -1.990 1.573 -5.932
C -2.636 2.831 -5.286
C -3.963 2.660 -4.632
N -2.788 3.901 -6.259
H 0.250 0.034 -5.507
H -1.128 -0.872 -6.075
H -0.535 -1.022 -4.335
H -1.042 1.819 -6.409
H -2.543 1.087 -6.736
H -2.028 3.159 -4.442
H -4.725 2.284 -5.314
H -4.345 3.576 -4.179
H -3.917 1.926 -3.827
H -1.975 4.021 -6.846
H -2.814 4.767 -5.741
*
```

Properties
* SMILES string: CC1(C)CCCC(C)(C)N1O.CC1(C)CCCC(C)(C)N1O.CC1(C)CCCC(C)(C)N1O.CC1(C)CCCC(C)(C)N1O.CC1(C)CCCC(C)(C)N1O.CC1(C)CCCC(C)(C)N1O.COC[C@H](C)N.COC[C@H](C)N.COC[C@H](C)N.COC[C@H](C)N.COC[C@H](C)N
* molar mass: 1389.23 g/mol
* HOMO energy: -7.9780 eV
* energy above the lowest of the compared OMol25 structures with the same formula, charge and spin: 652.3 kJ/mol
* energy: -118377.54660 eV
* LUMO energy: 0.472 eV

Here are the Mulliken charges for atoms 1 to 5, given in e: -1.57 1.37 -1.90 -1.26 -1.22

Entry 2:
Below is a cluster of 9 separate species, C18H48F6N9O18S6 in total, with properties calculated with the ωB97M-V functional and the def2-TZVPD basis.

The geometry in ORCA input format:
```
! wB97M-V def2-TZVPD RIJCOSX def2/J DEFGRID3
* xyz 3 1
C -0.242 -0.242 -4.423
C -1.364 0.724 -4.600
O -1.748 1.156 -5.632
N -2.200 1.110 -3.367
H -1.710 0.715 -2.509
H -2.064 2.094 -3.131
C -3.653 0.583 -3.544
H 0.404 0.077 -5.243
H -0.414 -1.303 -4.589
H 0.221 -0.129 -3.444
H -4.045 1.449 -4.066
H -4.123 0.422 -2.577
H -3.659 -0.341 -4.112
C 5.043 4.895 -0.285
C 3.828 4.024 -0.492
O 3.735 2.863 -0.674
N 2.549 4.827 -0.802
H 2.700 5.825 -0.649
H 2.331 4.779 -1.799
C 1.415 4.269 0.081
H 4.933 5.251 0.747
H 5.225 5.711 -0.979
H 5.876 4.196 -0.223
H 1.082 3.283 -0.240
H 0.640 5.024 0.035
H 1.920 4.020 1.013
C 2.527 -7.166 -3.493
C 2.790 -5.742 -3.109
O 3.827 -5.216 -2.957
N 1.572 -4.858 -2.809
H 0.949 -5.310 -2.131
H 1.869 -4.082 -2.192
C 0.778 -4.361 -4.003
H 1.666 -7.570 -2.970
H 3.428 -7.732 -3.716
H 2.228 -7.058 -4.551
H 0.813 -5.208 -4.683
H 1.247 -3.509 -4.487
H -0.210 -4.101 -3.634
C -1.839 1.150 4.277
C -2.555 0.947 5.558
O -2.099 1.261 6.606
N -3.888 0.211 5.566
H -4.427 0.490 4.744
H -3.635 -0.747 5.258
C -4.592 0.240 6.917
H -0.907 0.587 4.164
H -1.442 2.167 4.286
H -2.318 0.864 3.340
H -4.985 1.246 7.025
H -3.843 -0.029 7.650
H -5.423 -0.457 6.848
C 4.229 0.239 -1.828
C 4.162 -0.963 -2.681
O 3.247 -1.573 -3.115
N 5.544 -1.482 -3.014
H 5.505 -1.748 -4.001
H 6.278 -0.773 -3.000
C 6.074 -2.714 -2.231
H 4.146 0.023 -0.757
H 3.493 0.998 -2.076
H 5.172 0.792 -1.801
H 5.200 -3.330 -2.428
H 6.238 -2.419 -1.199
H 6.989 -3.071 -2.694
C -4.849 7.798 2.946
C -5.131 6.833 1.842
O -5.866 7.080 0.954
N -4.346 5.499 1.791
H -3.632 5.533 2.519
H -5.015 4.779 2.074
C -3.736 5.281 0.415
H -3.776 8.013 2.892
H -5.143 7.472 3.943
H -5.319 8.744 2.691
H -3.189 4.346 0.533
H -3.096 6.138 0.232
H -4.571 5.118 -0.259
N -3.359 -2.411 4.565
S -4.857 -2.907 4.479
O -5.077 -4.261 4.059
O -5.870 -1.910 4.218
F -4.971 -2.997 6.088
S -3.118 -2.732 2.841
O -3.819 -1.893 1.913
O -2.718 -4.071 2.522
F -1.639 -2.032 2.927
N 3.529 -4.825 1.413
S 3.416 -3.534 0.636
O 2.436 -3.462 -0.464
O 4.604 -2.702 0.518
F 2.586 -2.725 1.763
S 4.508 -5.685 0.329
O 5.824 -5.273 -0.163
O 3.772 -6.575 -0.558
F 4.899 -6.688 1.503
N -1.080 -0.011 -1.209
S -0.005 -1.004 -0.637
O -0.323 -1.746 0.551
O 1.403 -0.707 -0.891
F -0.267 -2.130 -1.779
S -1.549 0.699 0.253
O -0.649 0.911 1.354
O -2.954 0.557 0.432
F -1.539 2.197 -0.413
*
```

Properties
* molar mass: 985.02 g/mol
* HOMO energy: -14.3049 eV
* energy: -150992.90706 eV
* LUMO energy: -7.990 eV

Here are the Mulliken charges for atoms 1 to 5, given in e: -0.65 0.37 -0.45 0.32 0.28

Entry 3:
Below is the ion CH7N2O2Si with charge +1, with properties calculated with the ωB97M-V functional and the def2-TZVPD basis.

The geometry in ORCA input format:
```
! wB97M-V def2-TZVPD RIJCOSX def2/J DEFGRID3
* xyz 1 3
C -0.085 0.756 0.410
N -0.009 -0.342 -0.279
N -1.217 1.066 0.935
O -1.116 -1.057 -0.368
O -1.305 2.105 1.767
Si 1.761 -1.188 -1.034
H 0.769 1.339 0.617
H -1.880 0.319 0.840
H -1.201 -1.783 -1.154
H -1.673 2.882 1.310
H 2.610 -1.217 0.237
H 1.058 -2.461 -1.231
H 2.287 -0.419 -2.051
*
```

Properties
* molar mass: 107.16 g/mol
* HOMO energy (alpha / beta): -8.5103 / -15.5806 eV
* energy above the lowest of the compared OMol25 structures with the same formula, charge and spin: 61.6 kJ/mol
* energy: -16086.94493 eV
* expectation value of S²: 2.020
* LUMO energy (alpha / beta): -4.550 / -8.644 eV

Here are the Mulliken charges for atoms 1 to 5, given in e: -0.14 0.22 0.11 -0.37 -0.34